1.
Entry from the OMol25 dataset: a 2-piece molecular cluster, C26H29ClF6N2O4 overall at a distorted geometry (the ωB97M-V functional and the def2-TZVPD basis).

Each line ends with the Mulliken charge.
Element x y z (Å)
H -1.7807 3.4777 -1.3436  0.45
C 0.1151 2.5897 -0.7623  1.80
H -7.5534 -1.7325 3.9071  0.23
H -5.6516 2.2255 2.6274  0.42
H -6.3432 -2.0326 2.4509  0.29
H 2.4867 3.0930 0.0533  0.35
C -7.8113 -0.7294 4.2426  -0.99
O 1.1638 -1.2926 3.4166  -0.11
C -0.0453 0.4121 0.3416  -0.26
O 1.1135 -3.2998 1.7818  -0.23
C -7.1702 -0.5078 5.5757  1.04
C 1.7064 -4.1886 0.8045  -0.19
C -4.4415 -1.3524 1.7560  -0.87
F -5.8002 -0.6313 5.4600  -0.24
C 3.1776 -4.2423 1.0890  -1.21
F 0.1228 6.8625 -2.6294  -0.29
Cl -2.2353 -2.9657 3.0015  -0.21
C 3.2636 -0.8379 4.3715  -1.16
C -2.0592 1.6402 -0.2594  -1.45
N -7.3050 0.2770 3.3275  0.18
H -8.8906 -0.5817 4.3345  0.37
C 1.7832 -0.7342 4.5987  -0.20
H 1.5100 -3.7825 -0.1956  0.33
F -7.4023 0.7814 6.0032  -0.28
H 3.6369 -4.9530 0.4006  0.42
H 3.5786 -1.8859 4.3057  0.26
C -2.2425 -0.5286 1.0088  -0.74
H -9.0859 1.2893 3.5328  0.31
F -7.5857 -1.3492 6.5551  -0.27
H -4.1397 -2.3532 1.4619  0.80
H 2.3225 4.8343 -0.2317  0.28
N 0.8631 3.6546 -1.1525  0.17
H 1.4105 4.8262 -2.7569  0.42
F 0.2114 6.1635 -0.5332  -0.28
H 3.5450 -0.3418 3.4386  0.27
H -8.0636 1.8532 2.1828  0.41
C -0.1308 -2.9370 1.4437  0.16
O -0.6645 -3.2560 0.3834  -0.68
C 2.2194 3.8396 -0.6971  -1.06
H -7.6431 2.2985 3.8552  0.35
C -3.5391 -0.2712 1.5531  0.28
H 1.2427 -5.1823 0.8974  0.27
C -8.0553 1.4961 3.2224  -1.16
H 1.4622 0.3081 4.7278  0.28
H -3.3705 1.9008 1.8011  0.79
H -0.2146 4.0267 -2.9223  0.49
C -1.3026 2.6283 -0.8656  -0.50
C 0.4844 4.5269 -2.2511  -1.37
H 2.9130 3.7810 -1.5469  0.35
C -4.0054 1.0266 1.9232  -1.00
C -1.4604 0.5174 0.4049  0.03
H -3.1432 1.7134 -0.3225  0.61
H 3.3983 -4.5565 2.1126  0.29
C -5.2823 1.2244 2.4091  -0.60
H 1.8153 1.3278 -0.1846  0.32
C -0.1660 -1.4263 3.5705  -0.03
C -0.1763 5.8082 -1.8052  1.08
H -2.0006 -1.5479 0.6696  0.87
C -5.6713 -1.1803 2.3285  -0.64
H 3.6303 -3.2597 0.9308  0.28
C 0.7289 1.4297 -0.1864  -1.36
H 3.8065 -0.3741 5.2003  0.41
C -6.1133 0.1123 2.6907  0.87
F -1.5485 5.6841 -1.7784  -0.27
H 1.4882 -1.3126 5.4840  0.31
H 0.4296 -0.4919 0.7332  0.32
C -0.8805 -2.0950 2.4354  1.20
O -0.7592 -1.0070 4.5528  -0.70

The frontier orbital gap is 6.01 eV. As for the net charge: 0. Its energy relative to the best compared isomer or geometry (same formula, charge and spin) is 19.8 kcal per mole. Its electronic energy is -67428.535 eV.

=====

2.
Entry from the OMol25 dataset: a 12-piece molecular cluster, C31H37Cl33NO5PS overall at a distorted geometry (the ωB97M-V functional and the def2-TZVPD basis).

Each line ends with the Mulliken charge.
Element x y z (Å)
C 4.8674 -7.2428 -4.2474  0.53
C -3.3011 3.3900 1.7359  -0.62
Cl 5.2024 6.0698 5.1013  -0.11
H -3.9737 2.7952 2.3550  0.34
H 1.2842 4.5196 0.2400  0.64
C -1.5327 6.4730 2.6773  -0.26
Cl 10.3870 -1.1178 0.9679  -0.13
H 2.5119 4.0270 -1.9028  0.59
H -3.8531 3.8041 0.8821  0.29
Cl 7.9103 -0.5028 -5.3347  -0.14
C -3.8889 1.0060 0.2829  -1.12
C 1.7373 3.3739 -1.5161  -0.70
Cl -5.4714 -7.0687 -6.8673  -0.13
C 9.3961 -1.9711 -0.2178  0.32
Cl -7.0342 -0.5869 -4.1524  -0.13
C -3.9061 -1.7822 1.0329  -0.54
C 6.5847 -5.6616 -0.0203  0.07
Cl 3.5943 -8.4378 -4.5073  -0.13
Cl -5.4924 -6.4869 6.3278  -0.12
H -3.7712 -0.2577 2.6460  0.24
Cl -0.0054 9.3409 4.8401  -0.12
H 6.6671 1.2336 -4.3389  0.06
C -3.2623 -1.1477 2.2711  -0.71
Cl 8.6758 2.2791 -4.9726  -0.13
O 3.3382 -1.7547 -0.6305  -0.50
H 2.3319 0.7021 -4.2627  0.04
H -3.2590 -1.8673 3.1010  0.21
H 5.1765 -7.2988 -3.2127  -0.15
H 2.0162 2.9501 -4.7753  0.08
O -1.1500 -0.4792 -0.1277  -0.58
S -4.1356 -0.6617 -0.3936  -0.11
H -5.3262 0.2998 -5.4854  0.36
C 4.4838 4.4583 5.1651  -0.06
O 2.3318 -0.9190 -2.4694  -0.38
H 0.3719 0.3018 -3.7055  0.70
C 1.5372 8.7242 5.4367  -0.07
Cl -4.5139 0.5775 -3.3049  -0.05
H -0.2438 6.5582 0.9773  0.31
C -10.0596 -4.5583 -4.3569  -0.02
H -1.1166 6.0135 3.5831  0.23
C 1.0629 3.6449 -0.3563  -1.23
C -0.2069 1.6320 -0.6859  0.67
Cl -1.5376 -3.8242 3.8284  -0.11
C -1.2789 0.7191 -0.1236  -0.09
H -4.3482 1.6841 -0.4460  0.58
H -3.2722 -2.6256 0.7506  0.30
Cl 8.1747 0.5983 -2.6572  -0.12
Cl -6.5707 -4.3847 -6.9520  -0.09
H 4.1503 4.2764 6.1784  0.31
H 7.3040 -5.3811 -0.7800  0.22
O -2.1244 5.5096 1.8242  -0.34
H -0.5961 8.1362 1.6768  0.26
Cl 1.6298 6.9778 5.1908  -0.05
C -4.6192 -6.8143 7.8253  0.04
H -2.2498 7.2306 3.0136  0.48
Cl 6.2705 -7.5928 -5.2599  -0.13
H 9.3928 -1.3948 -1.1343  0.03
H -2.2207 -0.8885 2.0743  0.17
Cl -3.0628 -5.9792 7.8321  -0.10
C -0.7274 3.0062 1.2752  -0.06
H -10.9764 -4.1031 -4.7077  0.30
Cl 7.7332 -2.1235 0.3465  -0.07
H 4.0842 2.5283 -2.4920  0.26
C 0.1106 0.1128 -2.6629  -1.28
Cl -3.9274 -4.8355 -5.8411  -0.12
C 0.9167 -1.1113 -2.1825  -0.60
C -5.1010 -5.3538 -7.0544  0.04
H -4.4325 -7.8784 7.8834  0.30
C 1.4486 2.2527 -2.2558  0.24
Cl -4.5306 -1.8294 -4.9269  -0.06
C -2.1649 2.5655 1.1485  0.59
H 0.8138 -1.2076 -1.1046  0.43
Cl 3.0822 4.3532 4.0967  -0.01
H -4.8541 -2.2227 1.3518  0.49
N 3.9594 2.2978 -3.4708  -0.72
C -5.3478 -0.3044 -4.5880  -0.16
H -0.9573 -0.1025 -2.6217  0.35
H 3.3660 0.2141 -1.0213  0.33
Cl 0.0196 -2.9640 6.1222  -0.13
C -0.3398 7.1044 1.9179  -0.99
Cl 10.0797 -3.5632 -0.5695  -0.14
Cl -10.4252 -5.4820 -2.8978  -0.13
C -2.4540 1.4531 0.4724  0.97
P 2.4264 2.0209 -3.7885  0.63
Cl 5.9566 -7.2679 -0.4187  -0.17
H 0.5624 -1.9876 -2.7243  0.42
H -4.4963 1.0906 1.1810  0.38
C -1.4408 -3.7989 5.5901  0.19
H 0.5851 7.0101 2.4803  0.15
Cl 7.4102 -5.6896 1.5379  -0.11
H -4.6638 -5.2061 -8.0330  0.30
H -1.3942 -4.8218 5.9407  0.16
H -3.7351 4.9974 3.0760  0.50
Cl -5.5817 -6.3447 9.2259  -0.12
C 7.7177 0.9411 -4.3319  0.32
C 0.4664 1.3503 -1.8625  -0.24
Cl -9.4470 -5.6171 -5.6276  -0.10
C 3.0653 -0.8065 -1.3065  0.29
Cl 4.2677 -5.6116 -4.5508  -0.10
Cl 2.8848 9.5387 4.6417  -0.13
H 1.5985 8.9238 6.4984  0.36
O -0.2456 3.4648 2.2796  -0.61
Cl -8.9030 -3.2706 -4.0073  -0.05
Cl 5.6776 3.2283 4.7484  -0.13
Cl 5.2870 -4.4724 -0.0239  -0.03
H -2.2353 4.1758 3.4028  0.39
Cl -2.8774 -3.0422 6.2799  -0.12
C -2.8466 4.5738 2.5806  -1.01
C 0.0916 2.7717 0.0261  0.17

Its SMILES is CCOCCC1=C(CSCC)C(=O)c2c(ccc([PH2]=N)c2CCOC=O)C1=O.ClC(Cl)Cl.ClC(Cl)Cl.ClC(Cl)Cl.ClC(Cl)Cl.ClC(Cl)Cl.ClC(Cl)Cl.ClC(Cl)Cl.ClC(Cl)Cl.ClC(Cl)Cl.ClC(Cl)Cl.ClC(Cl)Cl. The frontier orbital gap is 7.58 eV. As for the net charge: 0. Its electronic energy is -477835.056 eV.

=====

3.
Entry from the OMol25 dataset: a 3-piece molecular cluster, C3H12O3S overall at a distorted geometry (the ωB97M-V functional and the def2-TZVPD basis).

Each line ends with the Mulliken charge.
Element x y z (Å)
C 1.4439 -2.1223 -0.6460  -0.53
H 2.6224 -4.1994 -1.5554  0.13
O -4.1385 1.5726 -1.0038  -0.64
H 2.1820 -1.2347 1.2188  0.29
C 1.6752 -0.8860 0.2799  -0.51
H 0.7821 -1.8097 -1.5350  0.32
H 0.6593 1.1932 -0.3939  0.30
H -3.6384 2.3190 -1.4707  0.33
H 0.9555 -2.9357 0.0088  0.30
H -0.6581 3.0205 0.8718  0.29
O -1.4227 3.4823 1.1574  -0.62
H -1.7020 2.7932 1.8413  0.32
H -4.2123 1.7735 -0.0418  0.31
C 0.3560 -0.2012 0.7075  -0.65
S 2.9414 -2.9052 -1.3271  -0.26
H 0.5096 0.4377 1.5201  0.30
O -0.1373 0.6450 -0.4012  -0.46
H -0.4551 -0.8436 0.9810  0.40
H 2.2371 -0.0991 -0.2119  0.39

Its SMILES is OCCCS.O.O. The frontier orbital gap is 9.55 eV. As for the net charge: 0. Its energy relative to the best compared isomer or geometry (same formula, charge and spin) is 31.1 kcal per mole. Its electronic energy is -20282.037 eV.

=====

Among the records above, which one has the highest electronic energy?
C3H12O3S

=====

The highest frontier orbital gap belongs to which entry?
C3H12O3S

=====

What is the frontier orbital gap in the first record?
6.01 eV